[1]
# C5H6O2

C5H6O2 in the gas phase at a distorted geometry (ωB97M-V/def2-TZVPD, the OMol25 dataset).

Its relative energy (zero: lowest compared OMol25 entry of this formula, charge and spin) is 4.019 eV. For the total energy, the calculation gives -344.45421 a.u. The total charge is 0. The calculation puts the lowest unoccupied orbital energy at 0.0239 hartree. As for the frontier orbital gap: 10.4 eV. The molar mass is 98.1 g mol⁻¹.

```
13
Properties=species:S:1:pos:R:3:forces:R:3:mulliken_charge:R:1
H 1.962 0.537 -0.129 -0.171 -0.083 0.086 0.26
O 0.355 1.326 0.982 1.279 1.115 1.125 -0.53
H -1.490 1.844 -2.138 -0.322 0.870 -0.240 0.34
O -0.170 -2.062 1.670 -0.188 0.172 -0.580 -0.45
H 1.511 -0.297 1.397 -0.135 0.066 -0.235 0.32
C -1.078 1.534 -1.215 -0.604 -1.561 -0.581 -0.57
C -0.591 -1.686 0.606 0.080 -0.050 0.389 -0.08
C 0.100 -0.629 -0.252 -0.125 0.388 0.142 0.47
C 1.129 0.223 0.514 0.031 0.320 0.168 -0.51
H 0.440 -1.119 -1.183 0.096 0.099 0.405 0.36
H 0.102 1.945 0.242 0.791 -0.964 1.194 0.34
C -0.754 0.498 -0.660 -0.820 -0.434 -1.946 -0.29
H -1.516 -2.115 0.167 0.088 0.062 0.074 0.33
```
Positions in Å, forces in eV/Å.

[2]
# C5H6O2

C5H6O2 in the gas phase (ωB97M-V/def2-TZVPD, the OMol25 dataset).

Its relative energy (zero: lowest compared OMol25 entry of this formula, charge and spin) is 1.911 eV. For the total energy, the calculation gives -344.53167 a.u. The total charge is 0. The calculation puts the lowest unoccupied orbital energy at 0.0347 hartree. As for the frontier orbital gap: 11.4 eV. The molar mass is 98.1 g mol⁻¹.

```
13
Properties=species:S:1:pos:R:3:forces:R:3:mulliken_charge:R:1
C -0.689 1.483 0.004 0.057 0.355 0.747 -0.79
H -1.386 -1.116 -0.946 0.121 0.114 0.265 0.33
C -0.059 0.163 0.222 -0.212 -0.099 -0.360 0.51
C 1.993 -0.806 -0.480 0.078 -0.254 0.288 0.12
H -1.879 -0.861 0.748 0.150 -0.058 -0.129 0.34
O 1.006 0.051 -0.755 0.071 -0.011 -0.113 -0.30
C -1.022 -1.018 0.085 -0.002 0.020 0.044 -1.22
O 2.079 -1.500 0.499 -0.077 0.342 -0.375 -0.49
C -1.143 2.594 0.106 0.111 -0.363 -0.114 0.08
H -0.505 -1.939 0.381 -0.153 0.228 -0.097 0.35
H -1.527 3.590 0.219 0.076 -0.371 -0.191 0.43
H 0.402 0.141 1.215 -0.107 0.105 -0.099 0.26
H 2.730 -0.781 -1.299 -0.113 -0.007 0.133 0.37
```
Positions in Å, forces in eV/Å.

[3]
# C5H6O2

C5H6O2 in the gas phase (ωB97M-V/def2-TZVPD, the OMol25 dataset).

Its relative energy (zero: lowest compared OMol25 entry of this formula, charge and spin) is 4.975 eV. For the total energy, the calculation gives -344.41910 a.u. The total charge is 0. The calculation puts the lowest unoccupied orbital energy at -0.0110 hartree. As for the frontier orbital gap: 8.6 eV. The molar mass is 98.1 g mol⁻¹.

```
13
Properties=species:S:1:pos:R:3:forces:R:3:mulliken_charge:R:1
H -0.265 -1.273 -0.042 0.187 -0.100 0.315 0.19
C 1.017 0.429 0.630 0.222 0.074 0.145 -0.20
H -1.239 0.185 -2.040 0.052 0.016 0.062 0.31
O -1.629 0.518 1.828 0.043 -0.097 -0.628 -0.43
C 1.616 -0.892 0.900 -0.499 0.004 -0.206 -0.64
H 0.743 1.003 1.519 -0.043 -0.174 -0.140 0.30
H 1.993 -1.228 -0.087 0.157 0.085 0.064 0.23
C -1.562 0.121 0.695 0.003 0.100 0.388 -0.18
O 0.766 0.054 -2.182 -0.570 0.163 0.175 -0.44
C -0.262 -0.160 -0.043 0.068 -0.086 0.019 0.37
H -2.482 -0.145 0.129 0.118 0.104 0.017 0.30
H 1.534 1.049 -0.111 -0.090 -0.040 0.035 0.30
C -0.255 0.071 -1.544 0.353 -0.050 -0.245 -0.13
```
Positions in Å, forces in eV/Å.

[4]
# C5H6O2

2 unconnected molecules or ions with the total composition C5H6O2 (ωB97M-V/def2-TZVPD, the OMol25 dataset).

Its relative energy (zero: lowest compared OMol25 entry of this formula, charge and spin) is 0.840 eV. For the total energy, the calculation gives -344.57104 a.u. The total charge is 0. The calculation puts the lowest unoccupied orbital energy at 0.0237 hartree. As for the frontier orbital gap: 10.2 eV. The molar mass is 98.1 g mol⁻¹.

```
13
Properties=species:S:1:pos:R:3:forces:R:3:mulliken_charge:R:1
C 0.901 0.039 0.467 0.110 -0.231 0.292 0.08
H 2.145 -1.051 1.769 -0.093 0.116 -0.105 0.25
C 1.139 -0.750 1.488 -0.141 0.180 -0.208 -0.77
C -2.244 -0.237 1.313 -0.149 0.003 -0.016 0.78
H -0.667 0.652 -2.247 0.171 -0.086 0.006 0.28
O -2.171 -1.191 1.979 -0.007 0.591 -0.414 -0.41
H 0.544 1.892 -0.370 0.100 -0.343 -0.019 0.31
C 0.333 0.319 -1.941 -0.039 -0.047 -0.058 -0.99
O -2.341 0.713 0.649 -0.020 -0.539 0.407 -0.37
C 0.621 0.813 -0.545 0.026 0.157 0.009 0.01
H 1.051 0.712 -2.675 -0.150 -0.037 0.250 0.32
H 0.367 -0.774 -1.982 -0.017 0.182 -0.002 0.33
H 0.321 -1.135 2.096 0.209 0.053 -0.144 0.18
```
Positions in Å, forces in eV/Å.

[5]
# C5H6O2

A molecular structure, C5H6O2 (ωB97M-V/def2-TZVPD, the OMol25 dataset).

Its relative energy (zero: lowest compared OMol25 entry of this formula, charge and spin) is 6.864 eV. For the total energy, the calculation gives -344.34967 a.u. The total charge is 0. The calculation puts the lowest unoccupied orbital energy (alpha / beta) at 0.0117 / 0.0117 hartree. As for the frontier orbital gap (alpha / beta): 8.2 / 8.2 eV. The molar mass is 98.1 g mol⁻¹.

```
13
Properties=species:S:1:pos:R:3:forces:R:3:mulliken_charge:R:1
H 2.405 0.738 0.003 -0.190 -0.064 0.015 0.34
H 1.998 -0.333 -1.343 -0.231 0.044 0.149 0.36
C -1.452 0.697 -0.086 -0.496 0.082 -0.068 -0.17
O -0.223 1.310 -0.575 0.106 0.179 0.060 -0.46
O -1.349 -1.119 1.024 -0.044 -0.153 0.122 -0.31
H -1.115 -1.418 -1.104 0.076 0.014 0.070 0.45
C -0.959 -0.718 -0.272 0.056 -0.165 -0.322 -0.10
C 0.334 0.145 -0.075 0.536 -0.146 -0.232 0.64
C 1.794 -0.122 -0.283 -0.072 0.011 0.127 -1.24
C -1.156 0.253 1.381 -0.199 0.266 0.173 -0.61
H -2.394 1.150 -0.387 0.139 -0.057 0.003 0.45
H 0.028 0.412 1.412 0.417 -0.095 -0.065 0.35
H 2.111 -0.993 0.295 -0.097 0.083 -0.031 0.32
```
Positions in Å, forces in eV/Å.

[6]
# C5H6O2

A molecular structure, C5H6O2 (ωB97M-V/def2-TZVPD, the OMol25 dataset).

Its relative energy (zero: lowest compared OMol25 entry of this formula, charge and spin) is 5.141 eV. For the total energy, the calculation gives -344.41298 a.u. The total charge is 0. The calculation puts the lowest unoccupied orbital energy at 0.0288 hartree. As for the frontier orbital gap: 9.8 eV. The molar mass is 98.1 g mol⁻¹.

```
13
Properties=species:S:1:pos:R:3:forces:R:3:mulliken_charge:R:1
C 0.888 -0.692 -1.136 0.125 -0.155 -0.011 -0.41
H 2.358 0.360 0.156 -0.114 0.010 -0.126 0.35
O -0.418 1.215 -1.597 -0.068 0.065 0.004 -0.40
H 0.340 2.238 0.141 0.031 -0.142 -0.117 0.43
H 1.233 -1.717 -1.177 -0.051 0.184 0.000 0.35
C 1.465 0.371 -0.455 0.176 -0.047 0.063 -0.38
H -1.547 -0.214 3.081 -0.084 -0.123 0.000 0.29
O -1.707 -0.989 2.531 0.192 0.112 -0.068 -0.66
H -1.277 -0.749 -1.780 0.167 0.083 0.126 0.42
H -1.092 -0.852 1.778 -0.131 0.006 0.156 0.62
C -0.470 -0.177 -1.334 -0.193 -0.351 -0.329 0.06
C -0.099 -0.090 0.189 -0.255 -0.027 0.061 -0.74
C 0.327 1.297 -0.396 0.203 0.384 0.242 0.07
```
Positions in Å, forces in eV/Å.